1.
3 unconnected molecules or ions with the total composition C9H20IN2, computed with the ωB97M-V functional and the def2-TZVPD basis.

Structure (XYZ):
```
32
Properties=species:S:1:pos:R:3:nbo_charge:R:1
C 2.5217 -0.7659 1.9500 -0.337
C 1.6847 -1.4864 1.2402 -0.186
C -2.8418 2.7050 0.4687 -0.583
C -3.0981 0.7916 -1.1483 -0.619
C 1.3842 -2.1046 -1.0501 -0.620
C -1.1039 1.1311 0.4112 -0.205
C -2.6126 1.1706 0.1880 -0.296
C 1.0228 -0.9819 -0.1052 -0.055
C -0.4547 -0.8226 0.2241 0.487
N -1.2203 -1.8281 0.2042 -0.723
N 1.5735 0.2354 -0.5837 -0.856
I 5.7821 0.2499 -0.0861 -0.093
H 3.0987 -1.3051 2.6095 0.212
H 2.9325 0.1885 1.8048 0.202
H 1.7644 -2.5645 1.3637 0.226
H -2.1964 3.3649 -0.0470 0.216
H -2.5056 2.9409 1.3771 0.210
H -3.8584 3.0040 0.2783 0.233
H -3.8731 1.4772 -1.5128 0.241
H -2.1396 0.9346 -1.7715 0.204
H -3.3569 -0.2402 -1.3853 0.219
H 0.9236 -2.9997 -0.7471 0.192
H 2.4570 -2.1450 -0.9403 0.256
H 1.2252 -1.9969 -2.1663 0.236
H -0.3662 1.5490 -0.3265 0.259
H -0.8605 1.3613 1.3792 0.203
H -3.1540 0.7029 1.0232 0.214
H -1.0003 -2.7309 -0.3718 0.445
H -2.1614 -1.6512 0.6575 0.439
H 2.3197 0.7820 -0.1144 0.405
H 6.4680 0.7129 -1.3116 0.097
H 1.6458 0.3214 -1.5114 0.377
```

Results
- charge = +1
- energy relative to the best compared isomer or geometry (same formula, charge and spin) (kJ/mol) = 185.2
- HOMO-LUMO gap (eV) = 8.90
- largest force on an atom (eV/A) = 4.826
- HOMO level (eV) = -12.5
- 2S+1 = 1
- E (hartree) = -761.71616
- lowest unoccupied orbital energy (Eh) = -0.13220

=====

2.
A molecular structure, C16H17Cl2F5O2Ti, computed with the ωB97M-V functional and the def2-TZVPD basis.

Structure (XYZ):
```
43
Properties=species:S:1:pos:R:3:nbo_charge:R:1
C 0.7121 2.2068 0.2337 -0.203
C 0.8786 1.6911 -1.1061 0.026
C 1.7727 0.5881 -1.0530 -0.113
C 0.3209 2.2803 -2.3390 -0.674
C 2.2128 0.4290 0.2892 0.056
C 1.5611 1.4221 1.1020 -0.204
C 1.8837 1.7129 2.5231 -0.618
C 0.0258 3.4710 0.6078 -0.625
C 2.1643 -0.2623 -2.2035 -0.637
C 3.1986 -0.5587 0.7806 -0.651
Ti -0.5091 0.3252 0.9246 1.440
Cl -2.2790 0.0991 -3.8248 -0.982
Cl -2.1136 0.8874 -0.5556 -0.361
O 0.3076 -1.2276 1.4668 -0.996
H -0.4347 3.0378 -2.1016 0.217
H -0.1679 1.5095 -2.9624 0.294
H 1.1157 2.7637 -2.9306 0.188
H 1.3187 -0.3735 -2.8973 0.253
H 2.4816 -1.2544 -1.8567 0.203
H 3.0023 0.1772 -2.7637 0.186
H 3.0228 -1.5397 0.3163 0.211
H 3.1213 -0.6638 1.8697 0.210
H 4.2349 -0.2626 0.5538 0.192
H 2.0866 0.7768 3.0622 0.206
H 1.0560 2.2361 3.0179 0.217
H 2.7804 2.3444 2.6145 0.184
H -0.8978 3.5969 0.0285 0.234
H 0.6661 4.3446 0.4124 0.185
H -0.2271 3.4782 1.6756 0.212
H 0.3153 -2.1908 1.3503 0.485
O -1.2239 0.9260 2.4782 -0.954
H -1.3670 0.6778 3.4036 0.486
F -3.6074 -0.9074 1.6311 -0.331
C -3.1074 -1.8089 0.7535 0.291
C -1.8567 -1.6613 0.1820 -0.344
C -1.4346 -2.5987 -0.7309 0.334
F -0.2478 -2.4757 -1.3766 -0.337
C -2.2169 -3.7393 -1.0244 0.240
F -1.7569 -4.7048 -1.8443 -0.325
C -3.4689 -3.8823 -0.4341 0.222
F -4.2370 -4.9612 -0.7029 -0.327
C -3.9303 -2.9052 0.4421 0.240
F -5.1561 -3.0038 0.9880 -0.329
```

Results
- charge = -2
- HOMO-LUMO gap (eV) = 5.45
- largest force on an atom (eV/A) = 2.822
- HOMO level (eV) = -1.1
- 2S+1 = 1
- E (hartree) = -3039.66186
- lowest unoccupied orbital energy (Eh) = 0.16062

=====

3.
CN4O3S in the gas phase, computed with the ωB97M-V functional and the def2-TZVPD basis.

Structure (XYZ):
```
9
Properties=species:S:1:pos:R:3:nbo_charge:R:1
N -2.3747 0.2629 1.3874 -0.256
C -2.0121 0.3635 0.2874 -0.015
S -1.2671 0.3707 -1.2227 0.582
N 0.2935 0.3788 -0.4902 -0.415
N 0.7103 1.5292 0.0645 0.267
O 1.7783 1.5713 0.5779 -0.278
N 0.8593 -1.1924 -0.2540 0.661
O 1.9819 -1.2961 0.0545 -0.268
O 0.0306 -1.9879 -0.4049 -0.278
```

Results
- charge = 0
- energy relative to the best compared isomer or geometry (same formula, charge and spin) (kJ/mol) = 86.3
- HOMO-LUMO gap (eV) = 9.53
- largest force on an atom (eV/A) = 2.433
- HOMO level (eV) = -10.4
- SMILES string = N#CSN(N=O)[N+](=O)[O-]
- 2S+1 = 1
- E (hartree) = -880.77288
- lowest unoccupied orbital energy (Eh) = -0.03038